# CH4N3OS

A gas-phase ion, CH4N3OS (charge +1) (the ωB97M-V functional and the def2-TZVPD basis, OMol25).

Output
Kohn-Sham gap = 10.17 eV
net charge = +1
LUMO energy = -4.9 eV
energy above the lowest of the compared OMol25 structures with the same formula, charge and spin = 436.7 kJ/mol
multiplicity = 1

Atoms and positions in Å:
S (0.05350, -2.06610, -0.83707)
O (0.94864, -1.48888, 0.76631)
N (0.80348, -0.27307, 0.87326)
N (-0.28046, 1.82960, 0.78402)
N (-0.70743, -0.72844, -1.23906)
C (0.13897, 0.65624, 0.53371)
H (-1.68856, -0.79447, -1.35656)
H (1.31315, -1.74068, -1.47446)
H (-0.65510, 2.04248, 1.67251)
H (0.07381, 2.56332, 0.27735)



# C32H39MoN5OS3

A molecular structure, C32H39MoN5OS3 (the ωB97M-V functional and the def2-TZVPD basis, OMol25).

Output
Kohn-Sham gap (spin up / spin down) = 7.17 / 7.18 eV
net charge = +2
LUMO energy (spin up / spin down) = -6.3 / -6.3 eV
multiplicity = 1

Atoms and positions in Å:
Mo (-0.29055, -0.11054, 0.28924)
S (1.39028, 0.72874, -4.71729)
S (4.25518, -0.96961, -2.86768)
S (4.19904, 1.16088, -0.15250)
O (1.00095, 0.32088, -0.90987)
N (-1.23473, -0.73012, 1.88278)
N (-1.69533, 0.74853, -1.18966)
N (-1.53305, 1.89131, 1.55645)
N (1.30049, -1.02790, 1.64547)
N (-1.19518, -2.27990, -0.66966)
C (0.02477, 2.83231, -4.26416)
C (-4.94624, -0.49861, 2.28514)
C (2.09666, 0.10971, 2.21930)
C (-3.67678, -1.06138, 2.19348)
C (-1.90382, 0.07349, -2.51146)
C (5.15291, 2.55258, -0.40480)
C (1.92355, -1.92042, -2.60165)
C (3.59044, 2.65820, -2.10676)
C (-4.01109, 1.68614, 1.85252)
C (-0.67145, -1.48896, 2.95179)
C (-0.60559, -2.65894, 5.03721)
C (2.19165, -1.97670, 0.89638)
C (0.73430, -2.95998, 4.83468)
C (-2.58641, -0.23793, 1.95344)
C (4.02241, -2.60915, -3.25908)
C (-2.80463, -1.13201, -2.36383)
C (3.16600, 1.51325, -1.48933)
C (1.30645, 1.27295, -3.10429)
C (4.72523, 3.25837, -1.48194)
C (2.06391, 0.58434, -1.98143)
C (-2.74803, 1.12921, 1.77383)
C (-1.31619, -1.91811, 4.10078)
C (-1.73429, 3.18468, 0.87890)
C (-1.99236, -2.37273, -1.93359)
C (2.61619, -0.75655, -2.44659)
C (0.40869, 2.00382, -5.27744)
C (0.55549, 2.41062, -3.00679)
C (-0.85196, 2.13581, 2.86184)
C (2.72978, -2.99869, -3.06861)
C (1.38893, -2.47030, 3.71063)
C (-5.10964, 0.87028, 2.11607)
C (0.67490, -1.73034, 2.78832)
H (-1.10810, -2.99581, 5.93809)
H (-0.62693, 1.19635, 3.35744)
H (-0.59038, 3.71565, -4.40746)
H (0.07171, 2.68870, 2.68671)
H (0.43339, 2.96189, -2.07773)
H (-2.66463, -3.22668, -1.87950)
H (-5.80277, -1.13277, 2.48891)
H (1.28024, -3.55040, 5.56124)
H (-1.31959, 1.66395, -1.41362)
H (-2.38445, 3.07241, 0.01226)
H (-4.15367, 2.75403, 1.72292)
H (-0.76844, 3.56928, 0.55767)
H (-0.63254, -3.12220, -0.58535)
H (2.45073, -2.66283, 3.58230)
H (-0.96859, -0.27754, -2.93185)
H (2.67494, -1.46844, 0.07450)
H (2.36834, -4.00466, -3.26426)
H (2.96352, -2.36857, 1.55280)
H (4.85625, -3.20337, -3.62054)
H (3.13203, 3.06525, -3.00098)
H (-3.53558, -2.13027, 2.31055)
H (-1.49527, 2.72490, 3.52270)
H (5.97871, 2.76815, 0.26667)
H (1.60171, -2.80098, 0.50759)
H (1.49273, 0.61996, 2.96378)
H (-3.23385, -1.39681, -3.32853)
H (-1.83508, -2.30745, 0.11248)
H (-2.35194, -1.67083, 4.28784)
H (-1.27333, -2.58386, -2.72233)
H (-2.18115, 3.92535, 1.54674)
H (-3.65093, -0.89346, -1.70491)
H (-2.58762, 0.92011, -0.73976)
H (-2.28412, 0.83747, -3.18247)
H (5.19701, 4.17096, -1.83243)
H (2.38316, 0.80214, 1.43655)
H (-6.09530, 1.31420, 2.19930)
H (0.87257, -2.00866, -2.38295)
H (0.17837, 2.08501, -6.33510)
H (2.99793, -0.26742, 2.70097)



# C28H47N9V

A molecular structure, C28H47N9V (the ωB97M-V functional and the def2-TZVPD basis, OMol25).

Output
Kohn-Sham gap (spin up / spin down) = 6.91 / 7.22 eV
net charge = +4
LUMO energy (spin up / spin down) = -13.0 / -12.7 eV
multiplicity = 2

Atoms and positions in Å:
V (-0.10937, 0.16353, 0.14414)
N (-1.00362, 1.86614, -3.65119)
N (0.14590, -4.90504, 2.12772)
N (-0.61999, 0.60876, -1.64317)
N (0.16130, -1.49501, 1.18938)
N (2.52439, -3.06951, -1.62679)
N (2.06652, -3.93694, 1.48338)
N (0.85993, -1.37730, -1.29374)
N (0.83529, 2.26015, -2.49363)
N (2.95188, -2.84004, 1.18468)
C (-2.44974, 2.95069, -0.75747)
C (0.09553, 4.10944, 0.24215)
C (-0.17000, -2.69907, 1.37120)
C (-2.23781, -0.44372, 2.94317)
C (4.04553, -3.45554, 0.32899)
C (-2.21406, 1.12341, 0.96161)
C (0.37868, 0.54229, 3.69747)
C (3.57622, -2.40282, 2.49018)
C (0.34669, 2.08168, 1.68662)
C (-0.05471, -1.57317, -2.41945)
C (1.71148, 2.59665, 2.07046)
C (2.20002, -3.49820, -3.00324)
C (-0.40731, 2.76985, 0.71131)
C (2.05271, 1.86307, -1.80883)
C (-0.29984, 2.88526, -4.46891)
C (1.89502, -2.09939, -0.97186)
C (3.47957, -3.98032, -0.96260)
C (-1.66272, 2.25833, 0.31045)
C (-1.21700, -0.68268, -2.03555)
C (-3.59861, 0.62225, 0.62066)
C (-1.54343, 0.56397, 2.06853)
C (1.42667, -0.87086, 1.10756)
C (0.96774, 3.16924, -3.65584)
C (-2.34964, 1.44544, -4.04968)
C (-0.29107, 1.54001, -2.58467)
C (2.45199, -1.65949, 0.37563)
C (0.78766, -3.82001, 1.68576)
C (-0.25967, 1.04728, 2.43311)
H (-0.62500, 4.64142, -0.36716)
H (1.63147, 3.25359, 2.94138)
H (-0.17689, 0.95932, 4.54356)
H (-1.55185, -1.13852, 3.41941)
H (-3.00514, -1.00743, 2.42195)
H (-2.74257, 0.09548, 3.75178)
H (1.87534, 2.92263, -4.20535)
H (-3.01267, 1.37322, -3.19082)
H (1.85109, 1.34948, -0.86731)
H (-1.21380, -2.97288, 1.23096)
H (3.12368, -3.83123, -3.47013)
H (4.31614, -4.14470, -1.64082)
H (0.29341, 4.72341, 1.12383)
H (4.34551, -1.66335, 2.27374)
H (-3.97551, 1.00199, -0.32053)
H (0.35413, -1.21988, -3.36775)
H (2.17077, 3.17318, 1.27407)
H (1.76341, -0.41494, 2.02839)
H (-1.75236, -1.11463, -1.17208)
H (1.49259, -4.32650, -3.00042)
H (3.34132, -1.04802, 0.21065)
H (-3.65485, -0.46471, 0.58762)
H (1.40991, 0.85694, 3.81662)
H (-4.29339, 0.94724, 1.40006)
H (-3.01042, 2.25119, -1.36690)
H (4.00871, -3.28909, 2.94479)
H (1.81958, -2.67045, -3.58476)
H (-0.85422, -4.94472, 2.23834)
H (1.03916, 4.20214, -3.32071)
H (-1.96050, -0.57885, -2.81666)
H (2.66805, 1.21466, -2.43622)
H (4.78764, -2.67214, 0.18216)
H (2.63094, 2.75343, -1.56912)
H (-1.82582, 3.55139, -1.41090)
H (4.48190, -4.26509, 0.90812)
H (0.67563, -5.73019, 2.38069)
H (0.32232, -0.54131, 3.80425)
H (-0.93656, 3.76159, -4.57105)
H (-0.09715, 2.48808, -5.46098)
H (-2.33184, 0.50498, -4.59851)
H (-3.17954, 3.62078, -0.29010)
H (1.03117, 4.04999, -0.30802)
H (-0.35750, -2.61261, -2.54333)
H (2.79812, -2.00186, 3.13137)
H (-2.74756, 2.21052, -4.71214)
H (2.98576, -4.93982, -0.80633)
H (2.39605, 1.79507, 2.34039)



# C5H26N2O7

8 unconnected molecules or ions with the total composition C5H26N2O7 (the ωB97M-V functional and the def2-TZVPD basis, OMol25).

Output
Kohn-Sham gap = 9.25 eV
SMILES = [H]/N=C\NCCCC.O.O.O.O.O.O.O
LUMO energy = -0.2 eV
energy above the lowest of the compared OMol25 structures with the same formula, charge and spin = 413.7 kJ/mol
multiplicity = 1

Atoms and positions in Å:
O (4.04407, -1.10538, 0.67251)
O (1.41201, -0.43006, 0.78938)
O (0.69920, -2.33092, -0.68651)
O (3.05049, 0.11570, 2.97583)
O (0.62423, 1.72155, 2.09256)
O (2.23598, -0.26714, -2.56755)
O (2.96476, 1.97974, 0.32856)
N (-1.98375, -1.31030, 0.51591)
N (-3.07363, -2.10971, 2.53309)
C (-1.84461, -0.03444, -1.55190)
C (-3.03813, -1.90978, 1.24518)
C (-2.08390, 2.42694, -1.78003)
C (-2.50541, -0.10910, -0.17594)
C (-2.45066, 1.10928, -2.37437)
H (3.72272, 1.35176, 0.38691)
H (-2.39876, -1.77219, 3.21749)
H (4.10081, -0.78672, 1.58664)
H (-2.73722, 2.79069, -0.86821)
H (2.33526, -0.37689, 0.42291)
H (-3.75061, -2.37961, 0.61034)
H (-2.21024, 1.06790, -3.39182)
H (2.78992, 0.02828, -1.90639)
H (2.35868, 0.36837, 2.31290)
H (0.85514, 0.90394, 1.64418)
H (2.56413, -0.67332, 3.23875)
H (1.28753, -1.35560, 1.07352)
H (-2.17510, 3.32214, -2.50336)
H (0.59626, -1.90423, -1.62692)
H (3.88822, -2.03902, 0.85092)
H (1.39838, -0.57027, -1.97579)
H (-2.27128, 0.78495, 0.40606)
H (-1.05603, -1.07082, 0.92499)
H (-3.64536, 1.13583, -2.44577)
H (-0.21571, -2.43146, -0.36310)
H (-1.72052, -0.87268, -2.41255)
H (-3.59879, -0.04420, -0.19690)
H (1.36248, 2.24973, 2.12481)
H (-1.08005, 2.55716, -1.31910)
H (2.27391, 1.90053, -0.37522)
H (-0.72446, 0.06932, -1.43205)



# CH3FN2O

A single CH3FN2O molecule (the ωB97M-V functional and the def2-TZVPD basis, OMol25).

Output
Kohn-Sham gap = 9.85 eV
SMILES = [H]/N=N/[C@H](O)F
LUMO energy = 0.0 eV
energy above the lowest of the compared OMol25 structures with the same formula, charge and spin = 213.5 kJ/mol
multiplicity = 1

Atoms and positions in Å:
F (0.49460, 1.57822, -1.26056)
O (0.29696, 1.36496, 0.98821)
N (-0.80806, -1.41434, -0.70175)
N (-0.47021, -0.64118, 0.20603)
C (0.48018, 0.61712, -0.16678)
H (-0.12945, 0.72021, 1.58838)
H (1.39249, -0.01493, -0.28563)
H (-1.25651, -2.21006, -0.36790)



# C4H6N2O

A single C4H6N2O molecule (the ωB97M-V functional and the def2-TZVPD basis, OMol25).

Output
Kohn-Sham gap = 10.72 eV
SMILES = O=C1NC[C@H]2CN12
LUMO energy = 0.9 eV
energy above the lowest of the compared OMol25 structures with the same formula, charge and spin = 235.7 kJ/mol
multiplicity = 1

Atoms and positions in Å:
O (1.49422, 2.14146, 0.19183)
N (1.24517, -0.15211, 0.34521)
N (-0.52010, 1.13892, -0.31624)
C (-1.46113, 0.34372, 0.43749)
C (0.82642, 1.14056, 0.11118)
C (-0.79728, -0.35490, -0.66687)
C (0.42684, -1.18486, -0.26228)
H (2.19446, -0.29708, 0.64035)
H (-0.93273, 0.11472, -1.63186)
H (-2.50379, 0.63015, 0.37543)
H (-1.09368, 0.12167, 1.43618)
H (0.20698, -1.98675, 0.46365)
H (0.91462, -1.65551, -1.12407)



| no. | largest force on an atom (Eh/bohr) | M (g/mol) |
| --- | --- | --- |
| 1 | 0.0603 | 106.130 |
| 2 | 0.0313 | 701.839 |
| 3 | 0.0202 | 560.691 |
| 4 | 0.1080 | 226.270 |
| 5 | 0.0828 | 78.046 |
| 6 | 0.0546 | 98.105 |